1.
C2H6P2S | wB97M-V/def2-TZVPD

Structure (XYZ):
```
11
Properties=species:S:1:pos:R:3:mulliken_charge:R:1
H -2.91 2.62 -0.99 0.34
C 2.20 -1.93 0.90 -1.01
P 0.63 -1.09 1.51 0.09
P 0.34 0.16 -0.09 0.08
C -2.09 1.97 -1.05 -0.87
S -1.98 0.72 0.31 -0.20
H -1.28 2.77 -1.27 0.28
H 2.08 -2.81 1.53 0.29
H -2.38 1.30 -1.90 0.29
H 2.28 -2.30 -0.09 0.38
H 3.10 -1.41 1.14 0.34
```

The value obtained for the relative energy (zero: lowest compared OMol25 entry of this formula, charge and spin) is 63.5 kJ/mol. The value obtained for the total energy is -31582.35229 eV. The lowest unoccupied orbital energy comes out at -0.92 eV. The spin multiplicity is 1.

***

2.
C4H5NO2 | wB97M-V/def2-TZVPD

Structure (XYZ):
```
12
Properties=species:S:1:pos:R:3:mulliken_charge:R:1
O -0.21 -1.34 -0.90 -0.28
H -1.42 1.49 -0.46 0.24
H -1.30 -2.27 0.60 0.39
N -0.62 -0.45 1.23 -0.40
H 0.91 0.96 1.50 0.34
H -0.15 2.72 0.14 0.27
C 1.05 -0.88 -1.13 0.19
O 1.93 -0.85 -0.33 -0.47
H 1.10 -0.51 -2.17 0.35
C -0.54 1.71 0.14 -0.62
C -0.71 -1.37 0.40 0.10
C -0.02 0.79 0.96 -0.13
```

The value obtained for the relative energy (zero: lowest compared OMol25 entry of this formula, charge and spin) is 163.8 kJ/mol. Its SMILES is C=C/N=C\OC=O. The value obtained for the total energy is -9812.61673 eV. The lowest unoccupied orbital energy comes out at 0.87 eV. The spin multiplicity is 1.

***

3.
C6H7N | wB97M-V/def2-TZVPD

Structure (XYZ):
```
14
Properties=species:S:1:pos:R:3:mulliken_charge:R:1
C 0.45 -0.17 0.21 0.51
C -0.06 -1.52 0.36 -0.54
H 0.43 -2.34 -0.18 0.35
H 1.90 1.27 -0.46 0.30
C -1.66 -0.81 0.13 0.27
C 1.84 0.28 -0.01 -1.15
H 2.36 -0.43 -0.66 0.31
H -0.47 2.30 -1.04 0.24
C -0.76 0.52 0.08 0.39
H 2.39 0.30 0.94 0.27
H -0.30 -1.86 1.36 0.21
H -2.19 2.01 -0.39 0.32
C -1.16 1.69 -0.46 -0.91
N -2.77 -1.22 0.13 -0.57
```

The value obtained for the relative energy (zero: lowest compared OMol25 entry of this formula, charge and spin) is 469.1 kJ/mol. The value obtained for the total energy is -7820.78516 eV. The lowest unoccupied orbital energy (spin up / spin down) comes out at -0.74 / -0.58 eV. The spin multiplicity is 1.

***

4.
C15H27N2O4P2V | wB97M-V/def2-TZVPD

Structure (XYZ):
```
51
Properties=species:S:1:pos:R:3:mulliken_charge:R:1
C -0.86 0.57 -2.03 1.41
H 2.87 1.29 -0.14 0.46
H 2.73 -3.32 -0.17 0.42
C 0.11 3.22 3.10 -0.47
P 2.25 -1.06 0.33 1.44
C -0.69 1.34 -3.21 -1.08
H -3.22 0.90 2.08 0.38
H -2.94 -2.51 -0.07 0.34
O -0.81 -0.19 3.56 -0.62
H 4.55 -0.89 1.08 0.40
H -1.59 1.63 -3.76 0.48
H 3.56 0.15 -1.33 0.67
C -2.10 0.13 -1.52 -1.52
C -3.10 1.12 1.01 -1.41
H 2.65 1.90 -3.00 0.53
C 0.55 1.84 -3.58 -0.56
O 0.56 2.89 0.68 -0.60
H -1.31 2.28 4.49 0.32
V 0.08 -0.37 0.68 -0.89
C 2.65 0.40 -0.76 -1.37
N 0.27 0.32 -1.26 0.44
C -0.30 2.16 4.09 -0.48
N 0.48 1.09 2.14 0.36
C 1.49 0.71 -1.68 0.69
H 2.19 -2.45 -1.64 0.38
H -2.32 -3.09 -3.92 0.28
C 1.66 1.51 -2.80 -0.81
H -0.81 -3.73 -2.04 0.39
H -4.33 -1.34 -0.14 0.44
H 0.39 2.12 4.94 0.28
P -2.23 -0.27 0.22 1.20
H 3.87 -2.22 -1.03 0.43
H -2.05 -1.84 -3.01 0.34
H -3.57 -1.76 1.44 0.41
H -2.55 2.07 0.91 0.34
H 0.25 -3.81 -0.87 0.25
H -0.69 3.93 2.87 0.29
C -3.40 -1.62 0.37 -1.26
O -0.52 -4.25 -1.24 -0.64
C 0.47 2.44 1.82 0.02
O -1.88 -2.81 -3.09 -0.63
H 3.40 -0.08 2.21 0.38
H -3.00 0.39 -2.09 0.41
H 3.48 -1.86 2.16 0.41
C 3.56 -0.95 1.56 -1.31
H -4.09 1.22 0.54 0.46
C 2.82 -2.39 -0.75 -1.39
C -0.22 0.85 3.31 0.15
H 0.97 3.79 3.45 0.29
H 0.67 2.47 -4.45 0.45
H 0.04 -1.91 0.55 0.11
```

Its expectation value of S² is 3.8049. The charge is +1. The value obtained for the total energy is -71422.93813 eV. The lowest unoccupied orbital energy (spin up / spin down) comes out at -3.75 / -5.55 eV. The spin multiplicity is 4.

***

5.
C52H50I2N6O3Ti | wB97M-V/def2-TZVPD

Structure (XYZ):
```
114
Properties=species:S:1:pos:R:3:mulliken_charge:R:1
N -1.61 0.76 2.11 -0.53
C -2.59 -0.86 -1.47 0.04
C 3.01 2.16 4.43 -0.21
H -1.93 -1.30 5.42 0.42
C 4.35 0.52 -1.84 2.66
H 1.82 3.24 0.32 0.85
H -2.67 -4.48 -2.62 0.44
C -1.65 -2.68 1.25 0.05
C 2.00 -2.87 -1.97 -0.83
H 5.55 1.72 -0.46 0.34
C 1.43 0.92 5.70 -0.59
H -1.64 2.55 -4.24 0.39
H 5.12 -1.39 -2.53 0.37
H -5.30 -2.13 2.33 0.46
H -4.51 -4.42 1.78 0.39
O -1.26 0.98 -0.84 0.95
C -3.87 -2.78 -2.13 -0.91
C 2.15 1.79 -2.31 -1.27
H 4.19 4.61 -4.03 0.36
Ti 0.24 0.25 0.08 -1.60
H -1.31 0.31 5.82 0.41
H 4.52 -0.55 2.36 0.27
H 5.35 2.67 -3.04 0.27
H 4.72 3.00 0.97 0.12
N -1.43 -1.55 -1.60 0.56
H 3.13 1.23 1.24 -1.68
C -0.80 1.88 2.02 -1.45
H -0.23 4.70 -1.53 0.26
H 0.47 -1.33 6.02 0.63
C 3.63 3.82 -3.55 -1.47
C 0.68 4.24 1.84 -0.98
C 0.18 -1.05 5.00 0.58
N 1.46 -1.40 -0.20 1.77
H -0.21 3.21 -5.05 0.39
C -0.51 4.41 -2.55 -1.66
C -2.51 -3.76 1.33 -0.83
C 0.21 -2.35 4.19 -2.08
C 4.87 0.47 2.24 -1.48
H 1.24 5.16 1.76 0.49
C 1.37 -0.43 -2.40 -0.20
C 1.84 0.28 3.42 -0.45
H 2.94 -4.07 1.08 0.61
H 1.74 4.74 -3.92 0.30
H 5.10 3.06 2.69 0.63
C -0.55 2.55 -4.24 -1.77
H -0.63 4.98 3.38 0.37
C 3.72 1.47 2.13 2.80
C -1.12 2.97 2.83 -0.62
H 5.33 -0.06 -3.67 0.43
H -0.40 2.34 -2.14 -0.91
H -0.18 -2.20 3.19 0.49
H -1.96 2.89 3.51 0.50
O 2.86 -2.31 2.88 -0.90
H -0.55 -3.31 -2.09 0.22
N -1.20 -0.31 1.44 2.21
C -0.01 3.01 -2.89 1.89
C -3.83 -3.58 1.72 -0.91
H -0.44 -3.08 4.69 0.59
N 1.59 -0.46 2.22 1.49
C 2.16 -1.64 2.10 -0.31
C 4.64 -0.50 -2.95 -1.81
I -3.51 3.18 -0.16 -0.03
H 1.21 -2.76 4.12 0.29
H -5.77 1.26 -0.89 0.40
C 1.01 3.15 1.04 -0.62
H 5.52 0.52 1.36 0.30
C -2.09 -1.40 1.56 -0.28
C 4.29 2.88 1.97 -2.38
H 3.54 3.65 2.12 0.48
C 2.46 -3.79 -1.02 -1.05
C 0.30 1.97 1.15 3.57
C 5.67 0.92 -1.19 -1.91
C -1.49 -2.79 -2.00 0.03
C 1.99 -2.22 0.71 -0.37
H -2.15 -4.75 1.10 0.48
C -0.38 4.13 2.75 -1.00
H 3.73 2.97 4.35 0.31
I -6.93 -1.41 -1.75 0.03
C 1.49 2.90 -2.86 0.72
C -2.47 0.50 -1.04 -1.31
O 1.32 -0.58 -3.61 -0.81
C -4.27 -2.29 2.03 -0.78
H -3.75 -0.21 2.19 0.44
H 6.40 1.24 -1.94 0.53
C 2.81 1.32 3.34 0.50
C 1.17 0.05 4.63 0.65
C -4.89 0.65 -1.07 -0.12
H 2.85 -4.74 -1.35 0.49
C 2.50 -3.45 0.32 -0.74
C -2.69 -3.45 -2.30 -1.38
H -1.60 -0.13 4.14 0.11
C 1.53 -1.66 -1.51 -0.22
C -1.25 -0.51 5.10 -1.24
H 5.48 0.71 3.12 0.45
H 0.91 0.74 6.63 0.40
C -3.86 -1.44 -1.71 1.24
C 2.31 1.98 5.61 -1.40
H 2.05 -3.04 -3.03 0.58
H -0.62 -2.84 0.96 0.20
C -3.62 1.23 -0.85 0.06
H 3.75 -0.80 -3.49 0.35
N 1.48 0.70 -1.66 1.74
C 3.57 1.71 -2.38 1.14
H -1.60 4.44 -2.61 0.38
C -3.41 -1.21 1.96 -0.62
H 6.11 0.06 -0.67 0.43
H 3.73 0.04 -1.07 -1.57
C -5.01 -0.64 -1.48 -0.27
H -4.82 -3.27 -2.32 0.19
H -0.20 1.53 -4.47 0.34
H -0.12 5.17 -3.23 0.37
H 2.48 2.63 6.46 0.37
C 4.27 2.73 -3.00 -0.54
C 2.25 3.89 -3.48 -0.47
```

Its expectation value of S² is 0.7728. The value obtained for the relative energy (zero: lowest compared OMol25 entry of this formula, charge and spin) is 185.6 kJ/mol. The charge is -1. The value obtained for the total energy is -109140.81657 eV. The lowest unoccupied orbital energy (spin up / spin down) comes out at 1.60 / 1.61 eV. The spin multiplicity is 2.

***

6.
C4H10NS | wB97M-V/def2-TZVPD

Structure (XYZ):
```
16
Properties=species:S:1:pos:R:3:mulliken_charge:R:1
H -0.11 -2.16 2.38 0.20
H 0.27 -0.90 -0.21 0.17
C -1.21 -2.16 2.36 -0.76
C 0.45 1.14 -1.01 -0.84
H -1.56 -3.07 2.86 0.21
H -1.60 0.66 -0.99 0.37
H -1.14 2.46 -1.25 0.52
H 1.37 -0.67 -1.62 0.52
C 1.01 -0.22 -0.69 -1.40
H -1.58 -1.31 2.93 0.17
H 1.11 2.97 -1.68 0.86
H 2.36 1.81 -1.46 1.37
S -1.82 -2.01 0.64 -0.67
N 1.43 2.12 -1.22 -2.80
C -0.85 1.44 -1.05 -0.42
H 1.85 -0.08 -0.01 0.52
```

Its expectation value of S² is 0.7506. The value obtained for the relative energy (zero: lowest compared OMol25 entry of this formula, charge and spin) is 59.5 kJ/mol. The charge is -2. The value obtained for the total energy is -16631.61192 eV. The lowest unoccupied orbital energy (spin up / spin down) comes out at 6.43 / 6.35 eV. The spin multiplicity is 2.